ORCA calculation (the ωB97M-V functional and the def2-TZVPD basis) on a cluster of 6 separate species, C38H45BrN5O5P in total at a distorted geometry.

CARTESIAN COORDINATES (ANGSTROEM)
1 C 4.34220 1.06296 1.90543
2 C 3.92320 2.54590 1.27087
3 C 2.61398 2.49308 0.28455
4 Br 3.06843 1.11361 -1.14828
5 O 1.37014 2.03298 0.92110
6 P 1.05257 2.84859 2.42777
7 O 1.74427 1.96040 3.58244
8 O 1.54018 4.52018 2.47773
9 O -0.68108 2.74940 2.77173
10 C -1.45184 2.55375 1.53356
11 C -1.69566 0.95969 1.13821
12 C -2.81993 0.98281 -0.09915
13 O -2.11173 0.12078 2.27373
14 C -0.96143 -0.52342 2.93958
15 C -0.54387 -1.98749 2.28556
16 C 1.02824 -2.18394 1.78417
17 C 1.62322 -3.53497 1.07038
18 C 0.60587 -4.79583 0.82232
19 C -0.94977 -4.64146 1.35137
20 C -1.55239 -3.26288 2.07909
21 H 5.06598 0.58062 1.09876
22 H 4.97832 1.25646 2.89362
23 H 3.42066 0.37008 2.11256
24 H 4.84684 2.84788 0.57743
25 H 3.88024 3.36145 2.11175
26 H 2.48280 3.50982 -0.32703
27 H 1.16180 4.86278 3.36277
28 H -1.03917 3.19361 0.61473
29 H -2.53385 3.00800 1.74578
30 H -0.73281 0.46347 0.65762
31 H -2.68756 0.05156 -0.82329
32 H -2.64541 1.97880 -0.73210
33 H -3.92416 1.05210 0.29747
34 H -0.02849 0.18750 2.73296
35 H -1.08424 -0.63220 4.10298
36 H 1.79081 -1.28118 1.94678
37 H 2.73020 -3.63430 0.69554
38 H 0.98561 -5.77491 0.28120
39 H -1.67584 -5.55514 1.17088
40 H -2.68543 -3.19934 2.44079
41 C -8.11776 3.16185 -2.25590
42 C -7.56244 1.92247 -2.55601
43 C -6.39985 1.54893 -1.90104
44 N -5.77025 2.32120 -0.98859
45 C -6.33198 3.51970 -0.71930
46 C -7.49356 3.97903 -1.31904
47 H -9.02921 3.48847 -2.74808
48 H -8.02397 1.26290 -3.28211
49 H -5.92966 0.58997 -2.09846
50 H -5.80568 4.12229 0.01568
51 H -7.90142 4.95023 -1.06276
52 C -3.40535 1.03699 4.91141
53 C -2.95286 0.67753 6.17654
54 C -3.83747 0.76733 7.23933
55 N -5.11571 1.18815 7.11944
56 C -5.52583 1.53200 5.87926
57 C -4.71727 1.47253 4.75560
58 H -2.74124 0.97852 4.05398
59 H -1.93595 0.33521 6.33137
60 H -3.53278 0.49510 8.24567
61 H -6.55636 1.86891 5.80992
62 H -5.10044 1.75931 3.78287
63 C -0.70535 -1.37752 -5.35149
64 C -0.25286 -1.73698 -4.08636
65 C -1.13747 -1.64718 -3.02357
66 N -2.41571 -1.22637 -3.14347
67 C -2.82583 -0.88252 -4.38364
68 C -2.01727 -0.94199 -5.50730
69 H -0.04124 -1.43600 -6.20893
70 H 0.76405 -2.07931 -3.93154
71 H -0.83278 -1.91942 -2.01724
72 H -3.85636 -0.54561 -4.45299
73 H -2.40044 -0.65521 -6.48004
74 C 4.84172 -0.96997 -7.62737
75 C 3.97014 -0.31760 -6.76177
76 C 2.60792 -0.47243 -6.96310
77 N 2.07511 -1.21856 -7.95545
78 C 2.94616 -1.83846 -8.78095
79 C 4.32329 -1.74727 -8.65797
80 H 5.91603 -0.87337 -7.50018
81 H 4.34245 0.29634 -5.94954
82 H 1.88713 0.01391 -6.31227
83 H 2.49291 -2.43004 -9.57147
84 H 4.97588 -2.26874 -9.34895
85 C 8.14172 -2.47354 2.86549
86 C 7.27014 -1.82117 3.73108
87 C 5.90792 -1.97600 3.52976
88 N 5.37511 -2.72213 2.53741
89 C 6.24616 -3.34203 1.71190
90 C 7.62329 -3.25084 1.83489
91 H 9.21603 -2.37694 2.99268
92 H 7.64245 -1.20723 4.54331
93 H 5.18713 -1.48966 4.18059
94 H 5.79291 -3.93361 0.92139
95 H 8.27588 -3.77232 1.14391

Cartesian forces (eV/Å) of the 2 atoms listed first:
C 0.7 0.6 -0.5
C 1.1 -0.5 -0.3

Properties
total charge = 0
SMILES = CC[C@@H](Br)O[P@@](=O)(O)OC[C@H](C)OCc1ccccc1.c1ccncc1.c1ccncc1.c1ccncc1.c1ccncc1.c1ccncc1



ORCA calculation (the ωB97M-V functional and the def2-TZVPD basis) on a cluster of 3 separate species, C27H64BN7O9P2 in total at a distorted geometry.

CARTESIAN COORDINATES (ANGSTROEM)
1 C 2.37893 -4.32372 -0.73038
2 C 2.02857 -2.91945 -1.22612
3 N 1.63338 -2.08808 -0.07716
4 C 0.58828 -1.08593 -0.43278
5 C -0.68543 -1.47743 0.31872
6 C -2.06478 -1.11875 -0.25118
7 C -2.81465 -2.46769 -0.06640
8 O -4.21530 -2.38044 -0.19176
9 C -4.85899 -3.50136 0.38184
10 O -2.89095 -0.23851 0.56928
11 C -3.73045 0.45353 -0.23220
12 O -4.37555 1.39417 0.10362
13 O -3.67880 -0.09636 -1.46838
14 C -2.26182 -0.44452 -1.62203
15 C -1.61419 0.90419 -2.09606
16 C -0.56726 1.73771 -1.33945
17 C -0.93907 2.25496 0.04367
18 O -0.51398 1.40597 1.10017
19 B -2.23911 -1.50717 -2.83287
20 C -0.95038 -1.88894 -3.66365
21 O -3.43246 -2.08070 -3.17503
22 C 2.73832 -1.37683 0.49582
23 C 3.65264 -0.52867 -0.35482
24 O 2.89180 -1.42694 1.68873
25 H 2.76076 -4.93941 -1.54313
26 H 3.12672 -4.23565 0.05853
27 H 1.48572 -4.74523 -0.27008
28 H 1.20984 -2.95682 -1.94186
29 H 2.90557 -2.53231 -1.75584
30 H 0.92480 -0.14347 -0.00551
31 H 0.48825 -0.94733 -1.50810
32 H -0.63845 -1.04240 1.31528
33 H -0.61664 -2.55110 0.48930
34 H -2.41640 -3.24628 -0.73534
35 H -2.59091 -2.79074 0.95592
36 H -5.64699 -3.81929 -0.30153
37 H -5.29654 -3.25330 1.35170
38 H -4.18152 -4.35103 0.50467
39 H -1.18701 0.72529 -3.08678
40 H -2.43882 1.58606 -2.29867
41 H -0.49057 2.65700 -1.93201
42 H 0.45181 1.36000 -1.37256
43 H -0.37768 3.19057 0.16865
44 H -1.98774 2.55159 0.10480
45 H -1.24005 1.28130 1.71857
46 H -0.14653 -1.15747 -3.59799
47 H -1.24378 -1.89549 -4.71846
48 H -0.57473 -2.89442 -3.46233
49 H -3.28061 -3.01277 -3.37015
50 H 4.33749 0.03632 0.26996
51 H 3.09424 0.18056 -0.96916
52 H 4.25771 -1.12150 -1.04029
53 C 2.49521 7.72095 -4.92129
54 N 1.18701 7.20198 -4.60792
55 C 0.23432 7.29146 -5.70231
56 P 0.63168 6.37905 -3.21495
57 O 0.42566 4.99109 -3.73445
58 N 1.80902 6.03331 -2.00421
59 C 3.07398 6.72013 -1.86202
60 C 1.96423 4.63154 -1.63687
61 N 0.11283 7.76161 -2.40839
62 C 0.26787 9.13579 -2.84353
63 C -0.27818 7.63207 -1.00575
64 H 2.45418 8.79760 -5.14386
65 H 2.92013 7.21942 -5.79853
66 H 3.21113 7.60335 -4.11523
67 H -0.60551 7.95760 -5.45727
68 H -0.17544 6.30964 -5.95557
69 H 0.70879 7.68796 -6.59896
70 H 3.82075 6.36338 -2.58291
71 H 3.48068 6.55089 -0.86084
72 H 2.96441 7.80250 -1.95753
73 H 2.57382 4.07902 -2.36346
74 H 0.99918 4.14313 -1.56366
75 H 2.44018 4.54414 -0.65620
76 H 1.28896 9.49483 -2.68167
77 H -0.40622 9.78403 -2.28047
78 H 0.00225 9.27574 -3.88857
79 H 0.56145 7.85180 -0.33988
80 H -0.62778 6.62511 -0.78693
81 H -1.09701 8.31319 -0.76429
82 C -1.60183 -3.61029 5.54815
83 N -1.51340 -4.41576 4.35512
84 C -2.79300 -4.67972 3.72220
85 P -0.13615 -4.98002 3.50331
86 O -0.20107 -4.15887 2.25100
87 N 1.39441 -4.47602 4.09018
88 C 1.64084 -3.99805 5.43236
89 C 2.26831 -3.75993 3.15038
90 N -0.04295 -6.45017 4.32498
91 C -0.86388 -6.88248 5.43855
92 C 1.14434 -7.27608 4.11900
93 H -2.18040 -4.12119 6.33247
94 H -2.09700 -2.65371 5.34405
95 H -0.63649 -3.37733 5.98358
96 H -3.03946 -5.75200 3.73071
97 H -2.80139 -4.34024 2.68144
98 H -3.59875 -4.16043 4.23984
99 H 1.33283 -2.95262 5.56027
100 H 2.70989 -4.05162 5.65713
101 H 1.14874 -4.61757 6.18648
102 H 1.99303 -2.71904 3.05031
103 H 2.23311 -4.22307 2.16934
104 H 3.30512 -3.81471 3.49576
105 H -0.55357 -6.40617 6.37377
106 H -0.77690 -7.96293 5.57048
107 H -1.92227 -6.69277 5.27635
108 H 1.90153 -7.07659 4.88297
109 H 1.59042 -7.08596 3.14506
110 H 0.89166 -8.33862 4.15306

Cartesian forces (eV/Å) of the 2 atoms listed first:
C -0.3 0.5 0.1
C 0.3 -0.6 0.4

Properties
total charge = 0
SMILES = CCN(CC[C@@]1(COC)OC(=O)O[C@]1(CCCO)B(C)O)C(C)=O.CN(C)P(=O)(N(C)C)N(C)C.CN(C)P(=O)(N(C)C)N(C)C



ORCA calculation (the ωB97M-V functional and the def2-TZVPD basis) on the molecule C7H15BrS at a distorted geometry.

CARTESIAN COORDINATES (ANGSTROEM)
1 C -0.09587 -1.25813 2.33136
2 C -0.03022 0.14142 1.67869
3 C -0.63611 0.25648 0.24239
4 C -1.96883 -0.60566 0.09913
5 C 0.34317 -0.13000 -1.01263
6 C 1.77924 -0.37897 -0.64318
7 C 0.18593 1.16794 -2.03168
8 S 1.60818 2.23135 -1.80705
9 Br -0.12093 0.52737 -3.81372
10 H -1.12750 -1.49407 2.66072
11 H 0.58015 -1.14501 3.29111
12 H 0.25161 -2.18255 1.75535
13 H -0.56177 0.85185 2.42550
14 H 1.03583 0.44677 1.51970
15 H -1.06842 1.36946 0.09406
16 H -1.84683 -1.62188 -0.15536
17 H -2.60027 -0.15642 -0.60922
18 H -2.49061 -0.50259 1.08263
19 H -0.08124 -0.99153 -1.54155
20 H 2.12372 0.36313 0.04003
21 H 2.39398 -0.48516 -1.54410
22 H 2.06685 -1.36778 -0.11006
23 H -0.75918 1.56460 -1.71245
24 H 1.01912 3.39938 -2.23966

Cartesian forces (eV/Å) of the 2 atoms listed first:
C 1.2 -0.4 1.5
C 0.0 0.4 -0.5

Properties
total charge = 0
SMILES = CC[C@H](C)[C@H](C)[C@@H](S)Br
relative energy (zero: lowest compared OMol25 entry of this formula, charge and spin) = 0.0000 eV



ORCA calculation (the ωB97M-V functional and the def2-TZVPD basis) on a cluster of 3 separate species, C5H11Cl6O4P in total.

CARTESIAN COORDINATES (ANGSTROEM)
1 C -31.69130 7.69009 -22.36486
2 O -31.46767 8.04168 -21.00067
3 P -31.24250 9.58327 -20.63658
4 O -31.74285 10.49377 -21.66726
5 O -31.84833 9.69981 -19.19637
6 C -33.28814 9.72384 -19.09115
7 O -29.73437 9.72182 -20.24276
8 C -28.70921 9.23546 -21.09849
9 H -31.37502 6.65543 -22.50633
10 H -31.11893 8.30215 -23.05949
11 H -32.75169 7.74746 -22.60557
12 H -33.72885 10.21899 -19.95193
13 H -33.52073 10.27226 -18.18224
14 H -33.64661 8.70371 -18.96858
15 H -28.14194 8.46772 -20.57610
16 H -28.03766 10.05571 -21.35040
17 H -29.09044 8.82138 -22.03103
18 Cl -30.27652 4.12414 -19.23303
19 C -31.25798 4.65321 -17.88491
20 Cl -32.49892 3.45158 -17.49579
21 Cl -31.98854 6.23043 -18.20723
22 H -30.64223 4.77654 -17.00478
23 Cl -30.45692 -0.26341 -19.86081
24 C -30.72673 0.12864 -18.16424
25 Cl -29.24282 0.70150 -17.42082
26 Cl -31.38456 -1.25722 -17.29841
27 H -31.47224 0.91039 -18.14086

Cartesian forces (eV/Å) of the 2 atoms listed first:
C -0.1 -0.6 -0.4
O 0.2 0.2 -0.1

Properties
total charge = 0
SMILES = COP(=O)(OC)OC.ClC(Cl)Cl.ClC(Cl)Cl
relative energy (zero: lowest compared OMol25 entry of this formula, charge and spin) = 0.0733 eV



Computed values of LUMO level (unit: eV) for the preceding records, in sequence: -0.1, 0.5, 0.7, 0.5.
Computed values of Kohn-Sham gap (unit: eV) for the preceding records, in sequence: 8.05, 8.66, 10.07, 11.12.